Molecular formula: C27H22GeN3O2Rh
Method: DFT, wB97M-V/def2-TZVPD

Properties
- HOMO (spin up / spin down): -11.73 / -11.80 eV
- Charge: +1
- Multiplicity: 2

The geometry in XYZ format:
```
56
C27H22GeN3O2Rh | OMol25 | wB97M-V/def2-TZVPD
Rh -0.099 1.459 0.509
N 0.203 1.829 2.514
N -0.837 2.666 2.967
C -1.589 3.353 1.987
O -2.363 4.205 2.311
O -1.410 2.892 0.758
H 0.217 0.965 3.051
H 1.120 2.267 2.609
H -0.673 3.172 3.825
N 8.666 -3.196 0.063
C 7.656 -2.652 0.115
C 6.391 -1.971 0.180
C 5.807 -1.491 -0.992
C 4.589 -0.844 -0.931
C 3.950 -0.662 0.300
C 4.546 -1.145 1.470
C 5.761 -1.799 1.411
C 2.691 0.004 0.357
C 1.595 0.545 0.413
H 6.309 -1.632 -1.939
H 4.123 -0.474 -1.834
H 4.050 -1.004 2.420
H 6.227 -2.178 2.309
C -3.070 0.303 2.390
Ge -2.143 -0.093 0.741
C -1.565 -1.932 0.560
C -2.621 -2.837 0.420
C -2.368 -4.192 0.272
C -1.059 -4.653 0.262
C -0.008 -3.760 0.401
C -0.256 -2.402 0.550
C -2.920 0.745 -0.825
C -4.260 1.014 -0.927
C -4.756 1.870 -1.936
C -3.893 2.503 -2.779
C -2.499 2.270 -2.683
C -1.562 2.979 -3.474
C -0.210 2.793 -3.348
C 0.268 1.822 -2.459
C -0.612 1.107 -1.665
C -2.021 1.344 -1.737
H -3.984 -0.296 2.413
H -3.348 1.352 2.447
H -2.470 0.021 3.253
H -3.652 -2.496 0.421
H -3.192 -4.884 0.163
H -0.860 -5.710 0.145
H 1.013 -4.119 0.393
H 0.576 -1.719 0.656
H -4.964 0.594 -0.217
H -5.820 2.051 -2.004
H -4.258 3.206 -3.517
H -1.940 3.703 -4.187
H 0.478 3.364 -3.954
H 1.326 1.600 -2.401
H -0.278 0.143 -1.253
```

=====

Molecular formula: C27H23BeIN
Method: DFT, wB97M-V/def2-TZVPD

Properties
- HOMO: -2.48 eV
- Charge: -1

The geometry in XYZ format:
```
53
C27H23BeIN | OMol25 | wB97M-V/def2-TZVPD
Be -0.323 -0.107 0.181
I -2.296 -0.140 2.799
C -0.452 -0.670 3.644
C -0.436 -0.730 5.010
C 0.726 -1.155 5.685
C 1.815 -1.537 4.963
C 1.809 -1.488 3.547
C 2.948 -1.927 2.831
C 2.943 -1.907 1.470
C 1.819 -1.406 0.778
C 0.686 -0.913 1.400
C 0.669 -1.010 2.830
H -1.319 -0.465 5.575
H 0.733 -1.191 6.768
H 2.711 -1.892 5.460
H 3.805 -2.288 3.389
H 3.804 -2.258 0.912
H 1.871 -1.394 -0.306
C -2.532 -2.885 -1.459
C -2.267 -2.766 -2.845
C -1.312 -1.903 -3.272
C -0.557 -1.100 -2.350
N -0.951 -1.125 -1.021
C -1.859 -2.046 -0.624
C 0.571 -0.361 -2.751
C 1.266 -0.646 -3.966
C 2.542 -0.228 -4.182
C 3.236 0.498 -3.152
C 2.590 0.904 -2.039
C 1.170 0.647 -1.870
H -3.258 -3.583 -1.067
H -2.824 -3.356 -3.563
H -1.112 -1.805 -4.329
H -2.044 -2.063 0.444
H 0.799 -1.277 -4.712
H 3.058 -0.498 -5.095
H 4.288 0.729 -3.279
H 3.098 1.481 -1.274
C -2.945 2.135 -0.493
C -1.558 2.737 -0.239
C -1.225 3.719 -1.362
C -1.558 3.481 1.098
C -0.570 1.590 -0.197
C 0.384 1.357 -1.033
H -3.708 2.920 -0.529
H -3.210 1.431 0.298
H -2.957 1.590 -1.440
H -1.950 4.539 -1.388
H -1.232 3.213 -2.330
H -0.227 4.140 -1.217
H -2.301 4.286 1.092
H -0.576 3.922 1.286
H -1.783 2.803 1.921
```

=====

Molecular formula: C27H23CeNOS4
Method: DFT, wB97M-V/def2-TZVPD

Properties
- HOMO (spin up / spin down): -3.58 / -3.56 eV
- Charge: -1
- Multiplicity: 2

The geometry in XYZ format:
```
57
C27H23CeNOS4 | OMol25 | wB97M-V/def2-TZVPD
Ce 1.422 -0.646 -0.482
S 3.315 -0.646 3.835
C 1.661 -0.646 4.276
C 1.085 -0.646 5.558
C -0.310 -0.646 5.657
C -1.105 -0.646 4.516
C -0.518 -0.646 3.247
C 0.887 -0.646 3.124
N 1.595 -0.646 1.939
C 2.921 -0.646 2.126
C 4.084 -0.646 1.110
C 5.426 -0.646 1.550
C 6.514 -0.646 0.660
C 6.304 -0.646 -0.714
C 5.007 -0.646 -1.204
C 3.937 -0.646 -0.308
H 1.704 -0.646 6.450
H -0.778 -0.646 6.640
H -2.189 -0.646 4.607
H -1.132 -0.646 2.351
H 5.680 -0.646 2.607
H 7.529 -0.646 1.052
H 7.149 -0.646 -1.398
H 4.814 -0.646 -2.272
S 1.422 -0.517 -3.318
C 1.422 1.259 -3.396
C 1.422 1.673 -4.753
C 1.422 3.018 -5.133
C 1.422 4.001 -4.160
C 1.422 3.636 -2.812
C 1.422 2.286 -2.385
S 1.422 2.190 -0.610
H 1.422 0.928 -5.546
H 1.422 3.277 -6.183
H 1.422 5.049 -4.431
H 1.422 4.434 -2.072
C -7.394 -0.998 0.280
C -5.906 -0.912 0.108
C -5.204 0.241 0.478
C -3.820 0.315 0.300
C -3.123 -0.761 -0.260
C -3.821 -1.913 -0.629
C -5.204 -1.986 -0.451
S -1.333 -0.646 -0.482
C -1.361 0.387 -1.970
O -0.877 -2.013 -0.900
H -7.777 -0.162 0.874
H -7.663 -1.923 0.801
H -7.887 -0.978 -0.697
H -5.730 1.089 0.912
H -3.295 1.216 0.607
H -3.292 -2.763 -1.057
H -5.730 -2.891 -0.748
H -1.959 -0.093 -2.749
H -0.335 0.506 -2.327
H -1.774 1.370 -1.730
H 1.422 -2.820 -0.482
```

=====

Molecular formula: C27H23F5N4O2PS5SeTa
Method: DFT, wB97M-V/def2-TZVPD

Properties
- HOMO: -13.09 eV
- Charge: +2

The geometry in XYZ format:
```
69
C27H23F5N4O2PS5SeTa | OMol25 | wB97M-V/def2-TZVPD
Ta 1.479 -0.787 -0.128
O -3.979 0.311 -0.291
C -3.669 0.153 1.003
C -4.700 0.286 1.932
C -4.445 0.112 3.274
C -3.161 -0.204 3.733
C -2.139 -0.346 2.830
C -2.373 -0.167 1.454
C -1.285 -0.301 0.520
O -0.122 -0.803 0.933
N -1.349 0.015 -0.728
N -0.144 -0.216 -1.409
C -0.316 0.190 -2.690
S 0.746 -0.215 -3.975
C 0.137 1.082 -5.094
C -1.358 1.151 -4.896
S -1.695 1.114 -3.112
H -3.192 0.213 -0.848
H -5.690 0.525 1.567
H -5.255 0.222 3.985
H -2.978 -0.331 4.792
H -1.135 -0.568 3.167
H 0.411 0.795 -6.108
H 0.634 2.013 -4.827
H -1.872 0.306 -5.352
H -1.772 2.080 -5.286
C 2.450 -4.457 -0.366
P 1.201 -3.352 0.335
C 1.096 -3.715 2.103
C -0.387 -3.819 -0.407
H 2.170 -5.494 -0.174
H 3.421 -4.268 0.094
H 2.530 -4.296 -1.440
H 0.736 -4.735 2.242
H 0.406 -3.024 2.588
H 2.080 -3.625 2.563
H -0.603 -4.865 -0.181
H -0.343 -3.701 -1.490
H -1.190 -3.201 -0.005
F 8.026 -1.372 1.294
C 6.933 -1.306 0.576
C 7.002 -1.076 -0.791
F 8.171 -0.921 -1.367
C 5.842 -1.012 -1.552
F 5.933 -0.798 -2.856
C 4.589 -1.175 -0.975
Se 3.022 -1.141 -2.104
C 4.586 -1.394 0.383
F 3.341 -1.550 0.997
C 5.695 -1.467 1.187
F 5.583 -1.681 2.485
S -0.784 4.769 -2.125
C -0.128 3.704 -1.072
S 1.503 3.050 -1.259
C 1.252 2.077 0.166
N 0.101 2.250 0.726
N -0.668 3.125 0.055
C -1.951 3.414 0.652
C -3.105 3.470 -0.116
C -4.314 3.728 0.511
C -4.364 3.924 1.883
C -3.203 3.853 2.641
C -1.989 3.599 2.030
S 2.493 1.074 0.900
H -3.067 3.310 -1.181
H -5.220 3.778 -0.079
H -5.310 4.137 2.365
H -3.241 4.006 3.712
H -1.078 3.549 2.612
```

=====

Number 1: maximum force 0.012 Eh/bohr. Number 2: maximum force 0.002 Eh/bohr. Number 3: maximum force 0.053 Eh/bohr. Number 4: maximum force 0.014 Eh/bohr.